{"formula": "C5H4", "method": "the ωB97M-V functional and the def2-TZVPD basis", "mol_weight_g_mol": 64.09, "smiles": "C#CCC#C", "energy_ha": -192.7756, "homo_ev": -10.0, "gap_ev": 10.94, "lumo_energy_ev": 0.957, "charge": 0, "species": ["C", "C", "C", "C", "C", "H", "H", "H", "H"], "positions_angstrom": [[2.228, -0.766, 0.140], [1.202, -0.194, -0.119], [0.049, 0.712, -0.103], [-1.265, 0.075, 0.081], [-2.352, -0.416, 0.243], [3.141, -1.291, 0.291], [0.309, 1.338, 0.755], [0.021, 1.385, -0.969], [-3.314, -0.853, 0.411]], "forces_ev_per_a": [[-0.37, 0.06, -0.44], [0.52, -0.22, 0.26], [0.06, 0.10, 0.10], [-0.41, -0.19, 0.12], [0.51, 0.22, -0.03], [-0.07, -0.03, 0.00], [-0.56, 0.25, 0.05], [0.09, -0.28, 0.03], [0.24, 0.10, -0.08]]}

{"formula": "C5H4", "method": "the ωB97M-V functional and the def2-TZVPD basis", "mol_weight_g_mol": 64.09, "energy_ha": -192.6912, "homo_ev": -8.9, "gap_ev": 9.75, "lumo_energy_ev": 0.804, "charge": 0, "species": ["C", "C", "C", "C", "C", "H", "H", "H", "H"], "positions_angstrom": [[-2.279, -0.262, 0.043], [-1.095, -0.510, -0.174], [0.299, -0.650, 0.041], [1.141, 0.555, 0.139], [1.887, 1.504, 0.223], [-3.109, -0.025, -0.580], [-0.439, -1.218, 0.883], [0.861, -1.529, -0.251], [2.548, 2.341, 0.354]], "forces_ev_per_a": [[0.27, -0.30, -1.02], [-0.94, 0.84, -1.27], [-0.50, -0.79, 1.32], [0.10, 0.05, 0.77], [-0.54, -0.68, 0.05], [-0.57, 0.20, 0.28], [2.80, 1.03, 0.75], [-0.32, -0.03, -0.73], [-0.31, -0.34, -0.17]]}

{"formula": "C5H40N2O13S", "method": "the ωB97M-V functional and the def2-TZVPD basis", "mol_weight_g_mol": 368.44, "energy_ha": -1700.2349, "homo_ev": -9.0, "gap_ev": 9.08, "lumo_energy_ev": 0.085, "charge": 0, "species": ["N", "C", "C", "S", "C", "N", "C", "C", "H", "H", "H", "H", "H", "H", "H", "H", "H", "H", "H", "H", "H", "H", "H", "H", "O", "H", "H", "O", "H", "H", "O", "H", "H", "O", "H", "H", "O", "H", "H", "O", "H", "H", "O", "H", "H", "O", "H", "H", "O", "H", "H", "O", "H", "H", "O", "H", "H", "O", "H", "H", "O"], "positions_angstrom": [[-1.858, 1.034, -0.029], [-0.542, 1.616, 0.327], [0.093, 2.335, -0.939], [-0.487, 4.064, -1.140], [0.348, 0.409, 0.715], [1.435, 0.866, 1.534], [1.789, -0.269, 2.459], [3.148, 0.114, 3.127], [-1.764, 0.334, -0.753], [-2.537, 1.724, -0.297], [-0.624, 2.227, 1.256], [1.167, 2.548, -0.918], [-0.210, 1.697, -1.754], [-1.309, 4.221, -0.048], [-0.298, -0.379, 1.138], [0.736, -0.015, -0.212], [1.343, 1.617, 2.183], [0.973, -0.637, 3.072], [1.997, -1.118, 1.781], [3.040, 1.121, 3.517], [3.981, 0.188, 2.483], [3.187, -0.592, 3.982], [-1.647, -2.784, 0.556], [-2.812, -2.945, 1.442], [-1.879, -2.691, 1.509], [3.531, -2.372, -1.288], [2.289, -3.453, -1.799], [3.162, -2.976, -1.913], [2.192, -0.373, -2.083], [1.627, -1.525, -3.015], [1.329, -0.758, -2.519], [-4.477, 1.182, 0.895], [-3.148, 1.408, 0.863], [-3.917, 1.899, 1.238], [2.713, 0.414, -0.016], [4.035, -0.289, -0.127], [3.245, -0.111, -0.669], [0.378, 4.098, 3.388], [1.032, 3.860, 1.940], [0.456, 4.396, 2.483], [0.466, 1.024, -5.397], [0.541, 0.070, -4.121], [-0.027, 0.494, -4.772], [-1.453, -0.540, -4.211], [-2.578, -1.606, -4.482], [-2.139, -1.104, -3.790], [-1.175, 2.164, 3.515], [0.016, 1.158, 3.699], [-0.249, 2.073, 3.742], [-0.124, -1.446, -1.841], [-1.100, -2.059, -2.913], [-0.862, -2.137, -1.921], [-2.672, -0.983, -0.255], [-3.028, -1.629, -1.445], [-3.063, -1.827, -0.497], [0.205, -3.324, -2.070], [0.854, -4.640, -1.638], [0.913, -4.018, -2.388], [-1.821, -1.012, 2.140], [-2.432, -0.478, 3.547], [-1.989, -0.263, 2.728]], "forces_ev_per_a": [[1.09, 0.12, -0.05], [0.41, -0.85, -0.51], [-0.62, 0.75, 1.88], [-0.88, 0.24, 0.20], [-1.44, 1.40, -0.74], [1.43, -2.89, 0.85], [2.56, 0.44, -2.48], [-3.08, -0.62, 1.80], [0.29, 0.37, -0.43], [0.43, 0.57, -1.28], [-0.20, -0.05, -1.01], [-0.05, -1.01, 0.25], [0.17, 0.12, -0.61], [0.56, -0.39, -0.59], [0.42, 0.46, 0.32], [0.19, -0.16, -0.06], [-1.15, 1.02, -0.26], [-0.13, 0.44, 0.62], [-0.11, 0.07, 0.28], [-0.05, 0.19, 0.46], [0.85, -0.67, -0.81], [1.01, 0.51, -0.44], [-0.02, 0.26, 0.74], [0.14, 0.21, 0.29], [0.32, -0.78, -0.67], [-0.59, 0.18, 0.96], [0.87, 1.11, 0.23], [0.36, -0.85, -1.45], [-1.98, -1.22, -0.89], [0.53, -0.48, 0.17], [1.73, 1.69, 0.48], [-1.16, 0.59, 0.60], [0.34, 0.49, 1.85], [-0.43, -1.11, -0.79], [0.08, -0.17, -0.31], [-0.18, -0.01, -0.65], [0.21, 0.55, 1.29], [0.41, -0.73, -0.11], [0.16, -0.33, 0.46], [-0.51, 1.37, -0.59], [0.30, -0.05, 0.08], [0.79, 0.27, 0.22], [-0.98, -0.24, 0.00], [-0.55, 0.01, -0.28], [0.01, 0.18, -0.27], [0.06, 0.23, -0.46], [-0.23, -0.54, -0.16], [-0.65, -0.52, -0.02], [0.60, 0.76, 0.53], [-1.02, -1.08, -0.15], [-0.10, 0.07, 2.00], [1.60, 0.80, -1.03], [-0.04, -0.01, 1.28], [-0.27, -0.94, -0.32], [-0.73, 0.96, -1.13], [0.87, -0.92, -0.86], [0.03, -0.16, -0.66], [-1.55, 0.27, 1.64], [-0.55, -0.75, 0.62], [-0.12, -0.70, -0.12], [0.53, 1.50, 0.05]]}

{"formula": "C5H40N2O14", "method": "the ωB97M-V functional and the def2-TZVPD basis", "mol_weight_g_mol": 352.38, "energy_ha": -1377.4900, "homo_ev": -9.7, "gap_ev": 9.91, "lumo_energy_ev": 0.224, "charge": 0, "species": ["N", "C", "C", "C", "C", "C", "N", "H", "H", "H", "H", "H", "H", "H", "H", "H", "H", "H", "H", "H", "H", "O", "H", "H", "O", "H", "H", "O", "H", "H", "O", "H", "H", "O", "H", "H", "O", "H", "H", "O", "H", "H", "O", "H", "H", "O", "H", "H", "O", "H", "H", "O", "H", "H", "O", "H", "H", "O", "H", "H", "O"], "positions_angstrom": [[-0.217, 1.106, -0.673], [0.468, 2.132, -1.488], [1.648, 1.447, -2.200], [1.681, 0.000, -1.675], [0.706, -0.026, -0.489], [1.406, 0.123, 0.868], [1.887, -1.186, 1.373], [-1.070, 0.790, -1.120], [-0.253, 2.564, -2.187], [0.803, 2.953, -0.866], [2.567, 1.982, -1.950], [1.591, 1.498, -3.287], [1.355, -0.700, -2.446], [2.684, -0.286, -1.358], [0.127, -0.948, -0.509], [2.253, 0.806, 0.777], [0.704, 0.517, 1.594], [2.068, -1.109, 2.390], [2.713, -1.526, 0.868], [-1.120, 1.055, 2.989], [-1.612, -0.369, 3.050], [-1.018, 0.247, 3.539], [1.139, -3.487, -1.948], [1.204, -3.752, -0.436], [1.688, -3.913, -1.274], [-2.732, -0.190, -2.280], [-2.702, -1.113, -1.049], [-3.139, -0.303, -1.396], [-2.284, 2.240, 1.361], [-0.894, 1.844, 0.875], [-1.351, 2.276, 1.656], [-2.375, -3.320, -0.372], [1.448, -0.938, 4.893], [-1.792, -2.550, -0.405], [-0.780, -2.823, 0.251], [-0.072, -3.799, 1.490], [0.168, -3.128, 0.836], [-3.146, -0.346, 1.449], [-2.338, -1.626, 1.120], [-2.690, -1.090, 1.866], [-3.494, 1.031, -0.363], [-4.662, 1.720, 0.452], [-3.710, 1.665, 0.360], [3.061, -3.038, -0.623], [4.488, -2.407, -0.803], [3.710, -2.403, -0.236], [-0.283, 5.101, 2.529], [-0.743, 3.994, 1.539], [-0.359, 4.903, 1.590], [-0.965, -2.599, -1.841], [-0.883, -3.222, -3.290], [-0.452, -2.589, -2.708], [-0.718, 0.499, -3.750], [-0.979, -0.978, -3.352], [-1.427, -0.132, -3.590], [2.193, 6.023, 0.047], [1.283, 5.009, 0.773], [2.155, 5.101, 0.325], [1.101, -1.920, 1.261], [0.514, -0.256, 3.829], [1.449, -0.550, 4.014]], "forces_ev_per_a": [[0.12, 0.09, 0.12], [-0.50, -0.08, -0.32], [0.40, 0.30, 0.23], [0.05, 0.14, -0.09], [-0.10, 0.14, -0.01], [0.01, -0.10, -0.35], [-0.61, -0.04, 0.37], [0.09, -0.06, -0.13], [0.03, -0.03, 0.01], [0.18, 0.08, 0.19], [-0.01, -0.10, 0.04], [-0.20, -0.10, -0.04], [0.04, -0.05, 0.06], [-0.03, -0.13, -0.11], [-0.03, 0.01, 0.23], [-0.02, 0.04, 0.14], [-0.01, -0.01, 0.10], [-0.06, 0.04, -0.11], [0.08, 0.01, -0.08], [0.14, -0.01, 0.28], [0.22, 0.00, 0.22], [-0.30, 0.08, -0.41], [-0.04, 0.06, 0.00], [-0.28, -0.12, -0.13], [0.34, -0.03, 0.17], [-0.17, 0.15, 0.24], [-0.15, 0.08, 0.08], [0.33, -0.18, -0.30], [0.11, 0.02, 0.14], [-0.11, 0.21, 0.29], [0.07, -0.12, -0.63], [0.08, 0.13, -0.03], [-0.03, 0.07, -0.07], [-0.39, 0.14, -0.27], [0.08, -0.45, 0.31], [0.03, 0.25, -0.14], [0.00, -0.23, 0.29], [0.01, 0.01, 0.02], [-0.17, 0.23, 0.20], [0.00, -0.20, -0.35], [-0.30, -0.01, 0.05], [-0.12, -0.07, -0.15], [0.30, -0.06, 0.15], [0.17, 0.10, -0.33], [-0.13, -0.04, 0.09], [0.19, -0.19, -0.06], [-0.04, -0.09, -0.04], [0.14, 0.39, 0.24], [-0.12, -0.35, -0.11], [-0.05, -0.14, -0.32], [-0.07, -0.10, 0.01], [-0.04, 0.18, 0.21], [-0.05, 0.02, -0.02], [-0.10, 0.28, -0.13], [0.24, -0.31, 0.04], [-0.03, -0.12, 0.03], [0.33, 0.13, -0.17], [-0.32, -0.05, 0.11], [0.66, 0.26, 0.06], [0.09, -0.03, 0.26], [0.04, -0.06, -0.07]]}

{"formula": "C5H40NO15", "method": "the ωB97M-V functional and the def2-TZVPD basis", "mol_weight_g_mol": 354.37, "energy_ha": -1397.4773, "homo_ev": -13.2, "gap_ev": 10.69, "lumo_energy_ev": -2.532, "charge": 1, "species": ["O", "C", "C", "N", "C", "C", "C", "H", "H", "H", "H", "H", "H", "H", "H", "H", "H", "H", "H", "H", "H", "O", "H", "H", "O", "H", "H", "O", "H", "H", "O", "H", "H", "O", "H", "H", "O", "H", "H", "O", "H", "H", "O", "H", "H", "O", "H", "H", "O", "H", "H", "O", "H", "H", "O", "H", "H", "O", "H", "H", "O"], "positions_angstrom": [[-0.245, 1.216, -1.419], [0.440, 1.124, -2.622], [1.547, 0.065, -2.283], [2.370, 0.609, -1.094], [3.661, 1.097, -1.432], [3.703, 0.702, -2.976], [2.558, -0.276, -3.280], [-0.659, 0.327, -1.214], [-0.165, 0.617, -3.427], [0.925, 2.103, -2.956], [0.980, -0.848, -2.107], [1.898, 1.393, -0.641], [2.391, -0.188, -0.357], [4.594, 0.563, -0.744], [3.986, 1.976, -1.053], [4.740, 0.207, -3.113], [3.543, 1.738, -3.361], [2.199, -0.302, -4.332], [2.764, -1.293, -2.937], [-1.295, 1.524, 1.087], [-1.421, 3.107, 0.995], [-0.771, 2.396, 1.123], [-3.604, -0.180, 3.784], [-2.602, -0.455, 2.536], [-3.547, -0.264, 2.809], [0.925, -1.958, 1.571], [0.146, -1.292, 0.356], [0.777, -1.176, 1.067], [-1.866, -2.895, 0.868], [-2.518, -4.018, 0.022], [-1.577, -3.658, 0.269], [2.231, 4.080, -0.491], [2.434, 3.791, 0.852], [2.660, 3.465, 0.100], [4.867, 0.769, 1.526], [3.650, -0.367, 1.663], [3.846, 0.550, 1.243], [-5.393, -0.931, -0.195], [-4.591, -0.386, 0.997], [-4.621, -1.127, 0.309], [-0.188, 2.234, 2.944], [1.323, 1.731, 2.617], [0.632, 1.931, 3.312], [-1.877, -2.747, -3.104], [-1.822, -1.402, -2.428], [-1.471, -1.818, -3.213], [0.527, -3.688, -3.633], [0.360, -2.547, -2.656], [1.018, -3.126, -3.031], [-0.798, 0.814, 4.085], [0.025, -0.247, 4.189], [-0.914, -0.178, 3.985], [-1.803, -1.152, 0.974], [-2.834, -1.530, 0.040], [-2.155, -0.899, 0.197], [-1.629, -2.406, 3.424], [-0.966, -3.536, 2.772], [-1.411, -2.699, 2.575], [-3.861, 3.305, 1.720], [-3.736, 2.253, 0.502], [-3.336, 3.050, 0.978]], "forces_ev_per_a": [[-1.63, -0.30, 0.78], [1.76, -1.61, -0.87], [-1.49, 2.15, -0.42], [-2.50, -2.29, 3.08], [4.33, -6.20, -1.31], [2.50, 0.93, 0.94], [1.32, -0.08, -0.13], [0.44, 1.56, -0.29], [0.48, 1.02, 0.42], [-1.11, -1.11, 0.58], [0.14, 0.22, 1.16], [-0.80, -0.16, 0.34], [0.01, 1.82, -1.10], [-2.96, 0.25, -2.33], [-0.54, 3.65, 0.15], [-1.72, 1.39, -0.60], [0.51, -1.17, -1.10], [0.28, 0.11, 0.78], [0.97, -0.13, -0.90], [0.98, 2.27, -0.08], [-0.19, -0.66, -0.06], [-0.69, -1.65, 0.11], [0.53, -0.14, -0.95], [-1.63, 0.56, 1.31], [0.93, -0.12, -0.19], [-0.43, -1.09, 0.15], [-0.24, -0.76, 0.13], [0.87, 1.90, -0.55], [0.93, -2.11, -0.93], [2.74, 0.62, 0.55], [-3.62, 0.34, -0.24], [-0.05, 0.14, -0.71], [-2.07, 2.88, 8.11], [1.95, -3.05, -7.40], [-3.91, -0.98, -0.88], [0.72, 2.35, -0.81], [3.07, -1.50, 2.52], [-0.98, 0.00, -0.67], [0.18, -1.70, -0.96], [0.06, 1.33, 1.61], [-0.09, 0.44, -1.55], [-1.88, 0.52, 0.88], [2.53, -0.62, 0.76], [0.95, 1.98, -0.50], [-0.31, 0.51, 0.49], [-0.89, -2.34, 0.28], [0.01, -0.07, -0.12], [-0.63, 0.06, -0.08], [0.79, -0.24, 0.09], [-1.11, -1.17, -0.39], [0.40, -1.19, -0.18], [0.50, 1.92, 0.65], [2.31, -1.14, 4.27], [-1.56, -0.41, -0.50], [0.26, 2.56, -3.95], [-0.71, 1.31, 2.10], [-0.18, -0.04, -0.60], [0.88, -0.95, -0.85], [-0.86, -0.10, 0.61], [0.57, 1.83, 1.35], [-0.14, -1.55, -2.01]]}